ORCA calculation (ωB97M-V/def2-TZVPD) on a molecular structure, C20H32MoN3OPSi at a distorted geometry.

Geometry as XYZ:
```
59
Properties=species:S:1:pos:R:3:forces:R:3:mulliken_spin:R:1
Mo 0.2421 0.0044 -0.3142 -0.21 -1.51 0.00 1.62
Si -0.6797 1.2431 -2.2762 -0.44 0.45 -0.49 -0.02
P 0.4872 -1.7224 -1.8827 1.26 0.60 -1.47 -0.06
N 1.9912 0.3516 -0.0620 0.07 0.60 0.20 0.19
H -0.0811 -1.5940 0.1687 -0.20 -0.09 0.75 -0.04
C 0.9016 -3.4260 -1.4052 -0.02 -0.13 0.07 0.01
H 1.1460 -3.9865 -2.3193 -0.04 0.01 0.35 0.00
H 0.0387 -3.8763 -0.9014 0.20 -0.02 -0.07 0.00
H 1.7573 -3.4207 -0.7210 -0.18 -0.02 -0.12 0.00
C -0.7543 -2.0816 -3.1751 -0.09 -0.17 -0.04 0.04
H -0.3293 -2.8656 -3.8182 -0.26 0.15 0.08 0.00
H -0.9832 -1.2018 -3.7870 0.10 -0.13 0.21 0.01
H -1.6794 -2.4332 -2.7032 0.16 0.05 -0.18 -0.01
C 1.9636 -1.3257 -2.9056 0.01 -0.57 -0.43 0.05
H 2.0846 -2.1357 -3.6385 0.24 0.21 -0.04 0.00
H 2.8526 -1.2729 -2.2657 -0.25 0.03 -0.07 0.00
H 1.8446 -0.3721 -3.4310 -0.05 -0.19 0.19 0.00
C -2.5098 1.2912 -2.7739 -0.13 -0.01 -0.07 0.02
H -3.1219 1.4846 -1.8852 -0.06 -0.11 -0.21 0.00
H -2.8348 0.3528 -3.2346 -0.09 0.18 0.13 0.00
H -2.6562 2.1152 -3.4868 0.02 -0.22 0.15 0.00
H -0.5795 2.6658 -1.8434 0.33 0.51 0.00 0.03
H -0.0249 1.1959 -3.6114 0.30 0.00 -0.06 0.01
C 3.1544 1.0664 -0.1058 -0.57 -0.49 -0.21 -0.08
C 5.3866 1.5329 0.7183 -0.26 0.10 -0.19 -0.06
C 4.1934 0.8290 0.8246 0.07 0.12 -0.21 0.12
C 3.3137 2.0743 -1.0896 0.21 0.09 0.01 0.13
C 4.5121 2.7701 -1.1795 -0.12 -0.21 0.21 -0.06
C 5.5562 2.4935 -0.2889 0.20 0.08 0.06 0.12
H 6.1902 1.3405 1.4278 -0.13 0.05 -0.15 0.00
H 4.0121 0.0899 1.6045 0.17 0.14 -0.18 0.01
H 2.4676 2.2861 -1.7530 0.38 -0.11 0.19 0.00
H 4.6285 3.5351 -1.9465 0.03 -0.14 0.17 0.00
H 6.4981 3.0396 -0.3672 -0.27 -0.16 0.03 0.01
C -3.4074 -1.4891 -0.1111 0.91 1.07 -1.30 0.01
O -2.6528 -0.8455 -0.8588 -1.19 -1.25 1.66 -0.04
C -3.0865 -1.7362 1.3372 -0.02 -0.24 0.05 0.01
H -3.6836 -2.5744 1.7258 0.18 0.32 -0.03 0.00
H -3.3227 -0.8307 1.9174 0.15 -0.25 -0.13 0.00
H -2.0189 -1.9660 1.4234 -0.15 0.20 0.09 0.00
C -4.7161 -2.0450 -0.6197 0.07 0.01 -0.17 0.00
H -4.7230 -3.1361 -0.4905 -0.08 0.24 0.06 0.00
H -4.8556 -1.8061 -1.6751 0.06 0.02 0.13 0.00
H -5.5457 -1.6195 -0.0383 0.17 -0.19 -0.05 0.00
N -1.5444 2.7049 2.4200 -0.55 0.81 0.31 0.00
C -1.2992 2.2109 1.1940 1.10 -1.67 0.89 0.02
N -0.6357 1.0552 1.3075 -0.79 1.28 0.41 0.00
C -0.4754 0.7872 2.6748 -0.19 0.13 -0.74 0.02
C 0.0884 -0.3138 3.3086 0.05 -0.06 0.78 -0.02
C 0.0688 -0.3095 4.7167 0.04 -0.08 -0.89 0.00
C -0.4965 0.7603 5.4327 -0.20 0.48 -0.21 0.00
C -1.0651 1.8572 4.7698 0.12 -0.19 0.42 0.00
C -1.0453 1.8318 3.3841 -0.10 0.16 0.00 -0.01
H -2.0187 3.5801 2.5982 0.12 -0.23 0.01 0.00
H -1.5656 2.6609 0.2465 0.04 0.11 0.18 0.00
H 0.5033 -1.1153 2.6943 -0.03 0.17 0.35 -0.01
H 0.4988 -1.1475 5.2684 -0.13 0.26 -0.21 0.00
H -0.4849 0.7256 6.5251 -0.04 0.09 -0.40 0.00
H -1.5047 2.7133 5.2771 0.11 -0.30 0.18 0.00
```
Positions in Å, forces in eV/Å.

Values from the calculation:
LUMO (spin up / spin down) = 0.3 / 0.2 eV
ΔE to the lowest compared entry with this formula, charge and spin = 0.000 eV
⟨S²⟩ = 2.0240
E_HOMO (spin up / spin down) = -4.74 / -6.85 eV
Multiplicity = 3
Kohn-Sham gap (spin up / spin down) = 5.00 / 7.10 eV
Charge = 0


ORCA calculation (ωB97M-V/def2-TZVPD) on a molecular structure, C20H33BN11Ni.

Geometry as XYZ:
```
66
Properties=species:S:1:pos:R:3:forces:R:3:mulliken_spin:R:1
Ni 0.1122 -0.2205 -1.2988 0.46 0.17 -0.20 1.69
C -1.7156 3.4689 -1.3798 -0.06 -0.03 0.12 0.00
C -1.1955 2.8264 -0.1293 0.08 0.04 0.02 0.00
C -1.2541 3.4496 1.1214 -0.08 -0.09 0.00 0.00
C -0.8208 2.5037 2.0107 -0.09 0.08 0.03 0.01
N -0.5288 1.3831 1.3281 0.12 -0.07 0.03 0.00
N -0.6945 1.5846 -0.0144 -0.31 -0.09 -0.03 0.05
B -0.0253 0.0304 1.8278 0.28 0.15 -0.22 -0.07
N 1.4629 -0.1005 1.4613 -0.14 -0.03 -0.09 -0.01
C 2.5568 0.1212 2.2135 0.03 0.05 -0.01 0.01
C 3.6646 -0.0088 1.4173 -0.09 0.04 -0.01 0.00
C 3.1570 -0.2833 0.1414 0.04 0.03 0.05 0.00
C 4.0010 -0.5538 -1.0564 -0.02 -0.19 -0.04 0.00
N 1.8202 -0.3109 0.1615 -0.26 -0.19 0.15 0.05
N -0.8622 -1.1428 1.2919 -0.10 -0.09 0.11 -0.01
C -1.5629 -2.0739 1.9779 -0.04 0.00 0.01 0.00
C -2.2186 -2.8784 1.0829 0.06 -0.01 0.01 0.01
C -1.8658 -2.3745 -0.1742 -0.13 0.04 -0.10 0.00
C -2.3378 -2.8620 -1.5045 -0.07 -0.12 0.03 0.00
N -1.0521 -1.3325 -0.0322 0.17 0.10 -0.02 0.07
N -0.1617 -0.0999 3.3968 0.05 -0.05 -0.04 0.20
C 0.5322 -1.0229 4.2230 -0.12 0.04 -0.06 0.17
C -0.0370 -0.9846 5.4546 0.06 -0.09 0.16 0.04
C -1.0788 -0.0533 5.3600 0.02 0.14 -0.46 0.23
C -2.0526 0.4219 6.3381 -0.02 0.01 0.02 0.00
N -1.1228 0.4510 4.0296 -0.01 -0.12 0.50 0.31
H -2.0660 4.4680 -1.1306 0.04 0.02 0.00 0.00
H -2.5814 2.9500 -1.7991 0.07 -0.09 0.04 0.00
H -0.9625 3.5812 -2.1452 0.11 0.06 -0.20 0.00
H -1.6109 4.4414 1.3367 0.03 0.01 0.00 0.00
H -0.7331 2.5591 3.0798 0.00 0.01 -0.04 0.00
H 2.4886 0.3887 3.2551 0.00 -0.03 0.02 -0.01
H 4.6979 0.0820 1.7027 0.00 0.00 0.00 0.00
H 5.0305 -0.6974 -0.7355 0.00 0.02 -0.03 0.00
H 4.0013 0.2682 -1.7697 0.00 0.07 -0.01 0.00
H 3.6921 -1.4718 -1.5613 0.02 0.09 -0.01 0.00
H -1.5724 -2.1156 3.0532 -0.02 0.02 0.00 0.00
H -2.8674 -3.7095 1.2971 -0.01 0.01 0.01 0.00
H -3.3131 -3.3318 -1.3924 -0.01 0.02 -0.03 0.00
H -1.6789 -3.6302 -1.9176 -0.03 -0.01 0.03 0.00
H -2.4372 -2.0511 -2.2241 0.05 -0.06 0.03 0.00
H 1.3303 -1.6267 3.8239 0.02 0.02 -0.02 -0.01
H 0.2488 -1.5504 6.3253 0.00 0.00 -0.01 0.00
H -1.9004 -0.0323 7.3123 -0.02 0.01 0.01 0.00
H -3.0664 0.2112 5.9798 0.00 -0.02 0.00 0.04
H -1.9963 1.5128 6.4181 0.02 0.00 0.00 0.04
N -1.3814 0.3892 -2.7425 -0.16 0.25 0.40 0.06
C -0.8502 1.0558 -3.9434 -0.12 0.07 -0.19 0.00
C 0.4824 1.6973 -3.6131 -0.04 0.02 0.07 0.00
N 1.3152 0.7505 -2.8678 0.24 -0.29 0.09 0.06
C 1.9066 -0.2887 -3.7439 0.03 0.01 0.09 0.00
C 1.0894 -1.5701 -3.7743 -0.08 -0.05 0.14 0.00
N 0.6898 -1.9392 -2.3985 0.02 -0.01 -0.04 0.08
H -2.2451 -0.0997 -2.9533 0.12 -0.11 -0.07 0.00
H -1.6503 1.1029 -2.0690 -0.23 0.06 -0.11 -0.01
H -1.5442 1.8057 -4.3290 0.05 0.03 -0.01 0.00
H -0.7219 0.3135 -4.7279 -0.06 -0.01 -0.03 0.00
H 0.3436 2.5569 -2.9713 -0.04 0.17 0.06 0.00
H 0.9785 2.0428 -4.5235 -0.04 -0.02 -0.03 0.00
H 2.0666 1.2650 -2.4205 -0.01 -0.01 -0.06 0.00
H 2.8871 -0.5288 -3.3544 0.14 -0.01 0.00 0.00
H 2.0536 0.0950 -4.7570 -0.05 -0.02 0.00 0.00
H 1.6736 -2.3561 -4.2552 -0.01 0.00 -0.01 0.00
H 0.1741 -1.4557 -4.3495 0.01 0.01 -0.04 0.00
H 1.4186 -2.4607 -1.9200 0.06 0.08 -0.01 0.00
H -0.1096 -2.5595 -2.4425 0.05 -0.05 0.02 -0.01
```
Positions in Å, forces in eV/Å.

Values from the calculation:
LUMO (spin up / spin down) = -5.3 / -9.2 eV
⟨S²⟩ = 3.7629
E_HOMO (spin up / spin down) = -14.31 / -14.31 eV
Multiplicity = 4
Kohn-Sham gap (spin up / spin down) = 8.97 / 5.11 eV
Charge = +2


ORCA calculation (ωB97M-V/def2-TZVPD) on 6 unconnected molecules or ions with the total composition C20H33ClN5O4 at a distorted geometry.

Geometry as XYZ:
```
63
Properties=species:S:1:pos:R:3:forces:R:3:mulliken_spin:R:1
Cl -19.9256 5.9262 -19.6020 1.53 -0.52 -2.75 0.17
O -20.7693 6.8746 -20.2262 -2.76 1.12 -0.02 -0.03
O -18.8300 6.7195 -19.1499 1.71 -0.28 0.94 -0.06
O -20.4796 5.1861 -18.5189 -1.33 -0.08 1.65 -0.01
O -19.5892 4.9661 -20.6272 0.73 0.00 0.57 0.01
C -17.1996 6.5154 -16.2236 -0.03 1.06 -2.09 0.34
C -17.3226 5.3905 -15.2505 1.01 -1.05 -0.16 0.24
C -16.2064 4.2612 -15.2200 -0.63 1.30 -0.14 -1.46
C -14.9602 4.7935 -14.7470 2.13 0.84 0.97 1.29
N -13.9548 5.2427 -14.3708 -1.30 -0.63 -0.48 -0.45
H -16.8812 6.2875 -17.2408 0.02 -0.64 -0.02 0.01
H -16.5904 7.3922 -16.0039 0.38 -0.28 0.86 -0.09
H -18.1805 6.9523 -16.4106 -0.34 -0.10 0.17 -0.15
H -18.1749 4.7628 -15.5104 -0.57 0.49 0.33 0.01
H -17.4045 5.9396 -14.3125 -0.30 -1.01 0.56 -0.04
H -15.9987 3.8368 -16.2023 -0.34 0.11 -0.23 1.38
H -16.5412 3.4337 -14.5945 0.00 -0.11 0.31 -0.64
C -17.1714 1.2416 -19.3312 0.14 0.36 -1.21 0.73
C -16.7666 2.7401 -19.2354 -1.29 -0.78 -0.01 -0.12
C -15.9862 3.3218 -20.4506 0.12 -0.90 0.22 0.44
C -16.7709 3.5908 -21.6374 -0.78 -0.42 0.55 -0.12
N -17.4653 3.8092 -22.5174 -0.15 0.10 -0.98 0.01
H -17.7512 1.0649 -20.2372 0.22 -0.06 -0.42 -0.01
H -17.8705 0.8944 -18.5704 0.38 0.39 0.53 -0.20
H -16.2777 0.6177 -19.3415 -0.08 -0.24 0.03 -0.11
H -16.2217 2.7283 -18.2915 0.30 0.96 -0.15 -0.52
H -17.7273 3.2476 -19.1479 0.29 0.56 0.34 0.24
H -15.2898 2.5432 -20.7620 0.56 0.20 0.08 -0.06
H -15.4738 4.2755 -20.3240 0.29 -0.19 0.85 0.13
C -23.7990 6.1737 -19.2707 0.02 -1.34 0.97 0.00
C -23.8478 7.6022 -19.6850 1.53 0.64 -0.29 0.00
C -24.0161 7.8439 -21.1838 -0.02 -1.47 -0.50 0.00
C -23.3967 6.7874 -22.0359 2.38 -2.66 -1.54 0.00
N -22.8569 5.9345 -22.6604 -2.28 3.11 2.02 0.00
H -24.6888 5.6314 -19.5906 -0.10 -0.15 -0.03 0.00
H -23.7044 6.0308 -18.1943 -0.58 0.38 0.24 0.00
H -22.9192 5.5836 -19.5272 0.04 0.44 -1.00 0.00
H -22.8829 8.0916 -19.5526 0.10 -0.29 0.87 0.00
H -24.5684 8.1956 -19.1223 -0.20 -0.06 -0.13 -0.01
H -23.4849 8.7759 -21.3769 -0.79 0.21 -0.58 0.00
H -25.0667 7.7277 -21.4499 -0.19 0.97 -0.21 0.00
C -19.7902 11.0924 -15.6030 -1.21 -0.42 -0.64 0.03
C -20.1449 9.6439 -16.0268 0.66 -0.03 -0.07 -0.02
C -20.1862 9.2410 -17.5459 -0.83 1.28 1.11 0.02
C -21.2334 10.0716 -18.1839 -5.17 3.38 -3.71 0.00
N -22.1461 10.6881 -18.7270 5.68 -3.67 3.48 0.00
H -20.6186 11.7273 -15.9172 0.23 0.39 -0.56 0.00
H -18.8372 11.4212 -16.0174 -0.08 0.11 0.06 -0.01
H -19.8296 11.2499 -14.5251 0.46 -0.52 0.14 -0.01
H -21.1462 9.3529 -15.7095 0.17 0.14 0.63 0.05
H -19.4032 8.9973 -15.5578 -0.23 -0.34 0.03 -0.04
H -20.6111 8.2376 -17.5151 0.49 -0.23 -0.50 0.01
H -19.2354 9.3127 -18.0740 -0.19 -0.22 -0.06 -0.02
N -21.9484 6.2857 -15.9114 0.71 -0.79 1.69 -0.20
C -22.9968 7.1439 -15.7938 0.88 0.18 1.67 0.06
C -22.9164 7.6602 -14.4736 -0.67 -0.20 -1.17 0.08
C -21.7928 7.0730 -13.7656 -1.88 -0.07 -2.25 0.00
C -21.3112 6.1679 -14.6938 1.15 0.37 0.29 0.30
H -21.6254 5.7660 -16.7149 -0.13 -0.01 -0.35 0.01
H -23.6707 7.1682 -16.6375 -0.19 0.71 0.42 -0.01
H -23.6928 8.3170 -14.1100 0.23 0.19 0.26 -0.02
H -21.4746 7.3010 -12.7590 0.02 -0.29 -0.16 -0.10
H -20.4883 5.4883 -14.5287 0.07 0.03 -0.44 -0.07
```
Positions in Å, forces in eV/Å.

Values from the calculation:
LUMO (spin up / spin down) = 4.5 / 4.4 eV
⟨S²⟩ = 0.7504
E_HOMO (spin up / spin down) = 2.67 / -4.14 eV
Multiplicity = 2
Kohn-Sham gap (spin up / spin down) = 1.81 / 8.55 eV
Charge = -2


Q: Among the records above, which one has the highest multiplicity?
A: C20H33BN11Ni


Q: Among the records above, which one has the highest charge?
A: C20H33BN11Ni


Q: multiplicity of number 3 (C20H33ClN5O4)?
A: 2